P.
Entry from OMol25: 2 unconnected molecules or ions with the total composition C7H14N2 (ωB97M-V/def2-TZVPD).

ORCA input file:
```
! wB97M-V def2-TZVPD RIJCOSX def2/J DEFGRID3
* xyz 0 1
C 0.13601 3.65009 -0.74365
C -0.37475 2.27433 -0.39349
C -0.80872 1.84165 0.82149
N -1.62552 0.76710 0.54635
C -1.64084 0.55131 -0.81622
N -0.93906 1.54257 -1.38727
H -0.29935 4.00439 -1.68844
H 1.21531 3.61252 -0.88884
H -0.17135 4.42605 -0.05559
H -0.63782 2.06793 1.85452
H -1.88678 -0.03204 1.10343
H -2.04637 -0.26959 -1.37285
C 0.09627 -3.15753 -0.23174
C 0.66283 -1.77662 -0.06156
C 1.68592 -1.63854 1.04432
H -0.13064 -3.62616 0.72590
H 0.87382 -3.76843 -0.76064
H -0.75581 -3.12982 -0.93189
H 0.92101 -1.42670 -1.06603
H -0.14581 -1.03702 0.26242
H 2.67584 -1.93251 0.69030
H 1.74314 -0.63341 1.49779
H 1.45267 -2.30958 1.85170
*
```

The orbital gap is 9.447 eV.


Q.
Entry from OMol25: 2 unconnected molecules or ions with the total composition C7H14N2 (ωB97M-V/def2-TZVPD).

ORCA input file:
```
! wB97M-V def2-TZVPD RIJCOSX def2/J DEFGRID3
* xyz 0 1
C -1.74182 -2.29136 -0.98880
C -0.58050 -1.29675 -0.56274
C -0.68520 -0.49738 0.81220
C 0.02129 -0.50623 2.02693
N -0.79983 -0.09276 2.99905
C -1.92226 0.41487 2.36805
N -1.86717 0.17940 1.04941
H -1.74763 -2.41298 -2.09208
H -2.56410 -1.79535 -0.61862
H -1.65791 -3.21600 -0.51214
H 0.25764 -1.90455 -0.51060
H -0.36465 -0.64727 -1.37590
H 0.99946 -0.89305 2.20944
H -0.54825 -0.03288 3.91731
H -2.66464 0.97331 3.07221
C 1.98499 1.40467 -0.79636
C 1.94675 2.03309 -2.22909
H 1.18030 1.92067 -0.22817
H 2.09173 0.32698 -0.99945
H 2.93446 1.56993 -0.34467
H 1.01542 1.60544 -2.77515
H 2.88652 2.04221 -2.57768
H 1.82539 3.11599 -1.84314
*
```

The orbital gap is 9.217 eV.


R.
Entry from OMol25: 2 unconnected molecules or ions with the total composition C7H14N2 (ωB97M-V/def2-TZVPD).

ORCA input file:
```
! wB97M-V def2-TZVPD RIJCOSX def2/J DEFGRID3
* xyz 0 1
C 0.17245 -1.59258 -2.27308
C 1.05446 -1.00723 -1.30916
C 1.67092 0.23742 -1.22921
N 2.55601 0.25131 -0.12828
C 2.30638 -0.99167 0.50222
N 1.41556 -1.73576 -0.18662
H -0.28486 -0.83481 -2.99141
H -0.76798 -1.96425 -1.58045
H 0.54760 -2.41579 -2.84875
H 1.76289 1.17390 -1.75746
H 3.10550 1.02664 0.33400
H 2.49330 -1.17105 1.54680
C -0.76461 0.74458 2.16768
C -1.96626 1.22985 1.34272
C -1.78295 0.60089 -0.08234
H -0.83054 -0.35296 2.16479
H -0.78680 1.51929 3.04607
H 0.31990 0.81625 1.60495
H -2.86994 0.75336 1.81684
H -2.09826 2.34146 1.31373
H -1.34587 -0.35086 -0.18551
H -2.81824 0.52335 -0.61715
H -1.08863 1.19865 -0.65037
*
```

The orbital gap is 9.374 eV.


S.
Entry from OMol25: 2 unconnected molecules or ions with the total composition C7H14N2 (ωB97M-V/def2-TZVPD).

ORCA input file:
```
! wB97M-V def2-TZVPD RIJCOSX def2/J DEFGRID3
* xyz 0 1
C -0.57596 0.51905 3.36088
C 0.58577 0.01619 2.56589
C 1.25515 0.61995 1.54280
N 2.23168 -0.26767 1.16475
C 2.12731 -1.33933 1.96765
N 1.15881 -1.20891 2.80672
H -1.18918 1.19539 2.76533
H -0.31168 1.06487 4.26391
H -1.20748 -0.33712 3.59228
H 1.08862 1.56795 1.06626
H 2.95675 -0.07445 0.49906
H 2.83587 -2.15137 1.91964
C -0.63167 0.13070 -3.73561
C -1.41990 0.52834 -2.47809
C -1.06069 -0.37032 -1.28200
H -1.02235 -0.79212 -4.17773
H 0.39375 -0.11458 -3.45089
H -0.67209 0.94700 -4.45342
H -1.19228 1.57188 -2.25217
H -2.48774 0.42411 -2.66693
H -0.80973 -1.36090 -1.68003
H -0.17712 -0.00886 -0.76133
H -1.87583 -0.55977 -0.57697
*
```

The orbital gap is 9.444 eV.


Most stable: S


P.
Entry from OMol25: 2 unconnected molecules or ions with the total composition C7H14N2 (ωB97M-V/def2-TZVPD).

ORCA input file:
```
! wB97M-V def2-TZVPD RIJCOSX def2/J DEFGRID3
* xyz 0 1
C 0.73568 1.95645 2.25563
C -0.38573 0.95915 2.48270
C -0.21804 -0.20784 1.69151
C -1.11296 -1.18577 1.31585
N -0.40028 -2.29966 0.68501
C 0.86527 -1.76990 0.53818
N 1.03473 -0.66201 1.12593
H 0.77439 2.43452 3.27449
H 0.81708 2.61608 1.38526
H 1.74157 1.38820 2.06579
H -0.24275 0.81365 3.61037
H -1.42977 1.29928 2.45192
H -2.06380 -1.35103 1.71316
H -0.53777 -3.30281 0.47901
H 1.67668 -2.34555 0.06538
C 0.13360 0.11583 -3.79904
C -0.48852 0.40341 -2.46014
H -0.28950 -0.72158 -4.21138
H 0.11906 0.84298 -4.65430
H 1.14318 -0.23495 -3.68105
H 0.10779 1.22894 -1.98842
H -0.41541 -0.56636 -1.91736
H -1.56449 0.58897 -2.42851
*
```

The orbital gap is 9.591 eV.


Q.
Entry from OMol25: 3 unconnected molecules or ions with the total composition C7H14N2 (ωB97M-V/def2-TZVPD).

ORCA input file:
```
! wB97M-V def2-TZVPD RIJCOSX def2/J DEFGRID3
* xyz 0 1
C 0.03752 -1.64280 0.98009
C -0.45007 -1.28762 -0.21453
C -1.91933 -1.37882 -0.51373
C 0.46058 -1.19226 -1.40903
H 1.08877 -1.86497 1.10851
H -0.61539 -1.96243 1.77762
H -2.44035 -2.01061 0.21493
H -2.13731 -1.76803 -1.51117
H -2.38282 -0.38713 -0.47197
H 0.11017 -0.42331 -2.10321
H 0.46176 -2.13238 -1.97288
H 1.47722 -0.96538 -1.09643
C -0.74463 2.20534 -1.34376
C -0.42967 1.75277 -0.00433
N -0.24696 1.76874 1.13370
H -1.56980 1.60854 -1.74411
H -1.05424 3.25596 -1.31372
H 0.12452 2.10005 -1.99484
C 1.69921 0.76592 2.26912
N 2.65392 0.64550 1.46436
H 1.58440 1.57152 3.00108
H 0.96604 -0.06900 2.26565
H 3.32646 1.41040 1.47863
*
```

The orbital gap is 9.600 eV.


Most stable: P


P.
Entry from OMol25: 2 unconnected molecules or ions with the total composition C7H14N2 (ωB97M-V/def2-TZVPD).

ORCA input file:
```
! wB97M-V def2-TZVPD RIJCOSX def2/J DEFGRID3
* xyz 0 1
C -0.39556 -1.64811 -2.20185
C 1.43990 0.84860 -1.08721
C -1.16325 0.95544 -1.24384
C -1.33207 -0.59067 1.25749
C 1.08756 -1.26035 0.99776
C 0.09497 0.55705 -0.56295
C 0.00413 -0.06021 0.83219
N -0.46753 -2.35435 -3.10151
N 0.55956 0.97125 1.84819
H 2.14342 0.91338 -0.22545
H 1.78750 0.10109 -1.80920
H 1.27725 1.80842 -1.83433
H -0.97893 1.44332 -2.22929
H -1.73784 1.89795 -0.84367
H -1.87733 0.25112 -1.25659
H -1.61929 -1.34722 0.58362
H -2.15332 0.23817 1.20654
H -1.25386 -1.04979 2.21123
H 1.37628 -1.20149 2.02861
H 0.63615 -2.25875 0.90597
H 1.85255 -1.06541 0.26819
H 0.55363 1.91784 1.53172
H 0.16608 0.93271 2.72439
*
```

The orbital gap is 6.983 eV.


Q.
Entry from OMol25: 2 unconnected molecules or ions with the total composition C7H14N2 (ωB97M-V/def2-TZVPD).

ORCA input file:
```
! wB97M-V def2-TZVPD RIJCOSX def2/J DEFGRID3
* xyz 0 1
C -3.16975 -0.57542 -2.64290
C -2.29244 -0.19481 -1.50664
C -1.93542 1.11698 -0.99307
N -1.23694 0.93479 0.20128
C -1.26832 -0.51136 0.37058
N -1.91076 -1.12679 -0.55814
H -2.58441 -0.86997 -3.39472
H -3.93132 0.26754 -2.81345
H -3.95826 -1.33209 -2.26185
H -2.09551 2.08736 -1.31322
H -0.65083 1.59962 0.55558
H -1.04356 -0.86187 1.29186
C 2.12626 0.78068 0.16847
C 2.61120 0.33616 1.60809
C 2.38736 -1.19096 1.94600
H 2.01350 1.85994 -0.04789
H 1.21688 0.24375 -0.12696
H 2.91889 0.46247 -0.61171
H 3.59533 0.74192 1.71619
H 2.09414 0.93222 2.42541
H 2.98877 -1.81853 1.18487
H 2.82410 -1.37581 2.97891
H 1.30110 -1.50583 1.82331
*
```

The orbital gap is 9.215 eV.


R.
Entry from OMol25: 2 unconnected molecules or ions with the total composition C7H14N2 (ωB97M-V/def2-TZVPD).

ORCA input file:
```
! wB97M-V def2-TZVPD RIJCOSX def2/J DEFGRID3
* xyz 0 1
C 0.85133 1.75027 2.00933
C -0.40886 1.07849 1.61287
C -1.60874 1.01061 2.23659
N -2.37671 0.01060 1.72699
C -1.75306 -0.21364 0.45559
N -0.40230 0.20676 0.48703
H 0.77169 2.48946 2.89331
H 1.44346 2.30934 1.36131
H 1.66331 1.22673 2.52588
H -1.80012 1.68893 3.10058
H -3.31184 -0.28315 2.00343
H -2.04912 -0.91971 -0.27756
C 2.09863 -0.15322 -2.04245
C 0.83722 -0.97919 -2.47902
C 1.64692 -2.30494 -3.02801
H 3.08527 -0.38551 -2.39220
H 1.94990 -0.19470 -0.94207
H 1.96824 0.90993 -2.16827
H 0.18118 -1.46696 -1.66780
H 0.12387 -0.37232 -3.00192
H 0.96584 -3.09781 -3.31654
H 2.19647 -1.83812 -3.90515
H 2.28432 -2.71787 -2.30052
*
```

The orbital gap is 9.352 eV.


S.
Entry from OMol25: a single C7H14N2 molecule (ωB97M-V/def2-TZVPD).

ORCA input file:
```
! wB97M-V def2-TZVPD RIJCOSX def2/J DEFGRID3
* xyz 0 1
C -1.17804 1.35957 0.88711
C -0.56863 0.48867 -0.19167
C 0.10047 1.41220 -1.30952
N -1.50777 -0.39220 -0.88781
C 0.58414 -0.45641 0.35578
C 1.13221 -1.35034 -0.89293
C 0.19514 -1.43849 1.49259
C 1.70998 0.42217 0.71120
N 2.69146 0.97827 0.90612
H -1.41697 0.84406 1.79367
H -2.02303 1.88805 0.48830
H -0.42175 2.12498 1.07297
H 0.54568 0.74022 -1.94770
H -0.73345 1.91511 -1.65793
H 0.88482 2.19085 -0.99253
H -2.27827 0.09880 -1.31519
H -1.89226 -1.09184 -0.27135
H 0.21629 -1.66076 -1.43440
H 1.85668 -0.76141 -1.53818
H 1.82270 -2.15207 -0.42600
H -0.59985 -2.22483 1.14755
H -0.25337 -0.94929 2.34989
H 1.13385 -1.98531 1.66004
*
```

The orbital gap is 10.386 eV.


Most stable: S